# 1
Formula: C57H59AsF6N3O7RuS4
Source: OMol25
Level of theory: wB97M-V/def2-TZVPD

Computed properties:
- Max |F|: 3.813 eV/Å
- 2S+1: 2
- HOMO-LUMO gap (alpha / beta): 5.589 / 6.087 eV
- Net charge: +2

Positions of all 138 atoms, in Å:
Ru 1.271 1.510 0.465
As 4.230 -0.014 0.008
S 0.061 -1.875 -0.209
S 3.325 4.078 1.471
S 0.846 4.718 0.370
S 0.994 0.604 -2.695
F 3.588 3.812 -1.116
F -0.519 5.820 2.295
F 0.219 7.282 0.889
F -1.450 6.017 0.367
F 4.598 5.569 -0.354
F 5.436 3.601 -0.044
O 1.084 4.902 -1.016
O 4.153 4.447 2.560
O 0.754 1.814 -1.860
O 1.205 -0.926 0.075
O 3.106 0.916 -0.754
O 0.087 3.528 0.740
O 3.043 2.640 1.420
N 0.835 1.271 2.898
N 2.065 4.978 1.325
N -0.959 1.044 0.957
C 1.811 0.089 -5.233
C 0.874 2.290 -4.946
C 1.885 0.296 -6.593
C -2.463 -1.555 -2.748
C 0.440 2.486 7.780
C 1.447 1.497 -7.155
C 4.376 -1.680 -1.032
C -0.138 1.233 7.105
C 1.952 -4.202 -3.016
C -3.031 0.758 -3.308
C -5.176 -2.133 -2.393
C 0.303 -2.711 -6.581
C -3.156 1.308 0.087
C -3.708 1.276 1.365
C 6.048 0.684 -0.060
C 1.762 1.422 3.832
C 4.303 4.307 -0.110
C -5.589 0.054 2.412
C 1.843 -4.188 -5.480
C 1.556 -3.695 -1.807
C 1.487 1.420 5.186
C -2.877 -2.846 -2.358
C -0.442 1.161 3.282
C -6.004 1.347 0.325
C 0.349 -3.290 0.876
C -0.170 -2.258 -5.380
C 0.174 1.269 5.625
C -3.443 -0.548 -2.962
C -5.197 1.315 1.626
C -1.440 1.112 2.205
C 0.759 -5.533 2.455
C -1.704 1.095 -3.292
C -0.793 1.161 4.630
C -0.286 6.071 1.011
C 1.526 1.698 -8.627
C 1.020 -6.758 3.263
C -1.789 1.185 -0.061
C -1.642 1.186 7.382
C -0.739 0.106 -3.049
C 0.371 -2.744 -4.169
C 1.589 -3.496 1.457
C -1.090 -1.211 -2.873
C 1.278 1.079 -4.416
C 3.869 -0.468 1.872
C -2.809 1.200 2.427
C -5.542 2.552 2.467
C -4.805 -0.879 -2.798
C 1.316 -3.680 -6.636
C 0.516 -0.019 7.712
C -0.691 -4.184 1.076
C 0.958 2.493 -6.311
C -4.205 -3.116 -2.156
C 1.786 -4.614 2.243
C 1.398 -3.725 -4.224
C 0.567 -2.701 -1.755
C -0.483 -5.300 1.865
C -0.037 -2.244 -2.902
H 0.513 3.064 -4.288
H -1.291 -6.000 2.018
H 6.740 -0.159 -0.021
H -6.217 -2.371 -2.238
H -6.659 0.068 2.601
H 2.771 1.576 3.487
H 3.387 -1.996 -1.358
H 4.281 -1.452 2.099
H -2.134 -3.612 -2.193
H 6.240 1.358 0.772
H 0.105 -7.175 3.673
H -2.136 2.072 6.990
H 2.567 1.663 -8.948
H -5.554 -0.125 -2.990
H 4.853 -2.462 -0.442
H 1.678 -4.020 -7.593
H 0.204 2.462 8.841
H 4.993 -1.463 -1.907
H -1.810 1.162 8.455
H -4.512 -4.096 -1.824
H 4.367 0.276 2.494
H -5.816 0.454 -0.270
H 1.482 -7.517 2.630
H 2.753 -4.792 2.690
H -5.086 0.008 3.374
H -0.108 -2.329 -7.501
H -5.215 3.465 1.976
H 0.095 -0.925 7.283
H 2.789 -0.443 2.043
H 2.713 -4.965 -3.067
H -3.778 1.502 -3.548
H 2.158 -0.835 -4.800
H 1.098 2.650 -8.925
H 2.298 1.534 5.885
H -1.828 1.074 4.903
H -2.100 0.293 6.962
H 2.272 -0.478 -7.237
H -5.351 -0.846 1.848
H 1.005 0.897 -9.152
H -3.185 1.233 3.434
H 2.619 -4.937 -5.517
H -1.333 1.219 -1.039
H 1.992 -4.072 -0.896
H 1.708 -6.542 4.077
H -3.764 1.428 -0.792
H 0.623 3.426 -6.735
H -1.388 2.117 -3.444
H -6.620 2.596 2.598
H 0.009 3.387 7.350
H 2.382 -2.781 1.278
H -5.765 2.232 -0.261
H 0.332 -0.031 8.783
H 6.185 1.225 -0.995
H 1.592 -0.027 7.556
H 1.520 2.541 7.683
H -1.648 -4.003 0.611
H -7.066 1.382 0.559
H -0.958 -1.521 -5.355
H -5.091 2.505 3.454

Forces on the atoms, in the same order (eV/Å):
-3.6 -1.1 -0.1
2.0 -2.1 0.3
0.1 -1.5 -0.3
0.7 0.6 -0.4
0.3 1.9 0.0
-0.7 -1.7 -2.5
-0.1 0.1 0.0
0.1 -0.1 0.1
0.3 -0.3 -0.2
0.3 -0.2 -0.2
-0.2 0.0 0.3
-0.1 0.1 0.3
-0.1 0.1 -0.3
0.0 0.3 0.1
0.3 1.5 2.6
0.8 1.5 0.5
-1.9 1.5 0.6
0.6 -2.3 0.2
-0.7 -0.8 -0.4
0.5 0.2 -1.7
0.1 -0.2 0.0
2.0 1.0 -0.5
0.1 0.1 0.4
0.0 0.1 0.3
-0.1 0.4 -0.1
-0.2 0.2 -0.1
-0.1 -0.1 -0.1
0.0 -0.1 0.3
-0.1 0.6 0.2
-0.1 0.0 0.3
0.0 0.2 0.3
0.5 0.2 0.0
0.0 0.3 0.0
-0.3 0.1 0.2
0.1 -0.2 0.3
0.1 -0.1 -0.3
-0.4 0.1 0.1
0.5 0.1 0.4
0.1 -0.1 -0.3
0.1 0.1 -0.1
0.0 0.1 -0.2
0.3 -0.4 -0.1
-0.2 -0.1 -0.3
-0.2 -0.1 0.0
-0.1 0.0 0.4
0.2 0.0 0.2
-0.2 0.4 0.0
-0.1 -0.2 -0.2
0.1 0.0 -0.2
0.1 -0.4 0.0
-0.3 0.0 0.1
-0.3 -0.1 0.2
-0.1 0.1 -0.1
-0.4 0.2 -0.1
0.2 -0.1 -0.3
-0.4 0.0 0.3
0.1 0.0 -0.2
0.0 -0.1 0.0
-0.3 0.0 -0.7
0.2 0.0 -0.1
0.4 -0.6 0.6
0.2 -0.2 0.0
0.0 0.3 -0.1
0.1 0.6 0.0
0.4 0.1 0.3
-0.1 0.4 -0.3
0.4 -0.1 -0.1
0.1 -0.1 -0.1
-0.1 -0.2 0.0
0.2 -0.2 0.2
-0.1 0.1 -0.1
0.0 0.2 -0.1
0.1 -0.2 0.0
0.3 -0.1 0.0
-0.1 0.0 -0.1
-0.3 0.2 0.0
-0.6 0.5 0.0
0.2 0.0 0.0
0.1 -0.2 0.4
-0.1 0.2 0.1
-0.1 -0.1 0.0
-0.1 0.0 0.0
-0.1 0.0 0.0
-0.1 0.0 0.0
0.1 0.0 0.0
0.0 0.1 0.1
-0.1 0.0 -0.1
0.1 -0.1 0.0
-0.1 0.0 0.0
-0.1 0.0 0.0
-0.1 0.1 -0.1
0.0 0.1 -0.1
-0.1 0.1 0.0
0.0 0.0 0.0
0.0 -0.1 -0.1
0.0 0.0 0.1
-0.1 0.0 0.1
0.0 0.0 0.1
0.0 -0.1 0.0
0.0 0.0 0.0
0.0 0.0 -0.1
0.0 -0.1 0.0
0.1 0.0 0.1
0.1 0.0 0.1
-0.1 0.1 -0.1
0.0 0.1 0.0
0.0 -0.1 0.0
0.2 -0.2 0.0
0.1 -0.1 0.1
-0.1 0.1 0.0
0.1 -0.2 0.0
0.0 0.0 -0.1
0.1 0.0 0.0
-0.1 0.0 0.0
-0.1 -0.1 -0.1
0.1 -0.1 0.0
0.0 -0.1 0.0
-0.1 0.0 -0.1
0.0 0.0 0.1
0.1 -0.1 0.0
-0.1 0.1 0.1
0.1 -0.1 0.0
0.0 -0.1 0.1
0.0 0.0 -0.1
0.0 0.2 0.0
-0.1 0.1 -0.1
-0.1 0.1 0.0
0.0 0.1 0.0
0.0 0.0 0.1
0.0 0.1 -0.1
0.0 0.0 0.1
-0.1 -0.1 0.0
0.1 0.0 0.0
0.1 0.0 0.0
-0.2 0.0 0.0
-0.1 0.0 0.0
0.0 0.1 0.0
0.1 0.0 0.1

# 2
Formula: C57H60BCl4IN13O2RbS2Si
Source: OMol25
Level of theory: wB97M-V/def2-TZVPD

Computed properties:
- Max |F|: 0.532 eV/Å
- HOMO-LUMO gap: 5.217 eV
- Energy above the lowest of the compared OMol25 structures with the same formula, charge and spin: 0.00 kJ/mol
- Net charge: -2

Positions of all 142 atoms, in Å:
I -3.455 -5.738 0.420
Rb 0.037 -0.722 0.517
Cl 6.478 1.381 0.853
Cl 6.118 -1.485 0.253
Cl 1.445 -8.177 -1.131
Cl 4.774 -1.825 5.727
S -5.220 -2.682 2.318
S 3.225 5.320 5.441
Si 2.860 5.242 -0.651
O -1.660 -3.229 -0.302
O 0.818 -2.367 2.643
N 2.956 0.295 0.917
N -0.458 2.544 -1.676
N 0.916 -3.033 -1.277
N 1.322 1.398 -3.953
N -1.084 -0.051 -3.586
N -1.815 0.043 3.005
N 1.849 -1.221 4.323
N -1.170 1.139 -4.229
N 2.196 1.542 -2.911
N 0.458 1.487 3.315
N -0.282 3.090 -2.904
N -2.559 0.267 -0.231
N 2.700 -3.226 3.630
C -0.813 3.528 -0.881
C 4.864 5.491 4.970
C -5.386 -1.258 -1.490
C 1.069 -0.113 -5.908
C -4.961 -1.798 3.772
C 2.448 -5.298 -1.731
C -1.124 3.291 0.556
C -2.949 -0.002 -4.834
C -1.559 2.782 6.131
C -1.750 0.905 4.031
C -3.651 0.199 -0.576
C 1.570 2.160 3.458
C 2.487 3.686 -1.549
C 4.669 5.168 -0.205
C -5.054 0.162 -1.017
C 3.164 0.586 -2.969
C -2.148 -0.749 -3.940
C 1.735 0.349 -4.659
C -5.205 1.165 -2.169
C -5.946 0.568 0.163
C -2.813 -0.799 2.947
C -0.736 -6.746 -0.433
C 2.130 -2.939 -1.762
C 4.201 3.579 3.852
C -3.881 -0.809 3.876
C 1.144 -5.438 -1.204
C -0.378 5.313 -4.076
C 1.758 3.166 4.433
C -2.342 -2.152 -3.462
C -0.473 2.655 5.197
C 3.034 3.887 4.491
C 0.398 -4.248 -0.993
C -0.889 4.747 -1.597
C -0.527 4.424 -2.884
C -2.658 2.403 -5.790
C -2.650 1.992 6.038
C 2.300 2.670 -2.167
C -2.768 1.016 4.989
C 1.754 -2.267 3.446
C 5.468 -0.053 1.009
C 2.886 -0.187 -4.070
C -5.848 -2.191 4.738
C 0.711 3.405 5.295
C -3.859 0.142 4.873
C -0.989 -4.268 -0.475
C 0.549 -6.684 -0.897
C -2.288 1.201 -4.986
C 1.760 5.476 0.836
C 4.235 0.514 -1.955
C -1.472 -5.580 -0.243
C 2.589 6.647 -1.865
C -6.522 -3.551 2.996
C 5.249 4.497 4.127
C 4.118 0.141 0.968
C -0.561 1.719 4.159
C 2.942 -4.057 -2.012
C -6.746 -3.195 4.292
B -0.056 2.190 -4.101
H 2.135 4.920 1.698
H -5.655 1.545 0.551
H -3.252 -2.578 -3.886
H 0.026 2.857 -5.103
H -1.462 3.500 6.937
H -7.030 -4.300 2.411
H -2.850 3.264 -5.145
H 4.321 2.699 3.235
H 4.878 -0.343 -2.143
H -6.434 -1.298 -1.795
H 1.558 6.662 -2.228
H 0.652 5.318 -4.437
H -4.673 0.212 5.587
H 5.008 6.104 0.245
H -2.793 -1.518 2.130
H -1.858 2.683 -6.478
H 4.838 1.424 -1.946
H 3.482 -3.009 4.256
H -1.499 -2.777 -3.764
H -1.179 -7.709 -0.214
H 3.939 -3.929 -2.414
H 0.761 0.734 -6.520
H -5.838 -1.801 5.746
H -2.398 -2.207 -2.373
H 2.369 1.885 2.774
H 1.333 -0.412 4.029
H -5.218 -1.985 -0.697
H -6.984 0.617 -0.172
H -3.449 2.061 6.767
H 2.765 -1.065 4.745
H 0.751 5.118 0.620
H 0.809 4.133 6.094
H -4.945 2.172 -1.842
H 2.796 7.612 -1.395
H -0.888 4.166 1.164
H 3.042 -6.187 -1.898
H 3.793 0.407 -0.964
H 2.841 -3.838 2.847
H -0.575 2.437 0.940
H 0.184 -0.700 -5.670
H -5.876 -0.158 0.973
H 5.266 4.983 -1.101
H 4.876 4.355 0.493
H -6.241 1.163 -2.514
H 6.245 4.405 3.719
H -1.156 5.722 -1.219
H -0.654 6.332 -3.804
H -1.014 4.994 -4.903
H -3.878 -0.298 -5.296
H 2.500 -1.934 -1.947
H -4.759 -1.536 -2.337
H -4.551 0.898 -3.001
H 5.446 6.316 5.348
H -7.510 -3.641 4.912
H 3.445 -1.040 -4.411
H -3.558 2.199 -6.368
H -2.187 3.069 0.676
H 3.249 6.539 -2.728
H 1.702 6.532 1.111
H 1.763 -0.738 -6.469

Forces on the atoms, in the same order (eV/Å):
0.1 0.0 0.0
0.2 -0.1 0.1
0.0 0.1 -0.1
0.0 -0.1 0.0
0.0 0.0 0.0
0.0 0.0 0.1
0.0 0.0 0.0
0.0 0.0 -0.1
0.0 0.1 -0.1
0.1 0.2 0.1
0.3 0.0 -0.2
-0.2 0.1 0.3
-0.1 -0.1 0.0
-0.1 0.1 0.1
-0.2 -0.1 -0.1
0.1 0.0 0.0
0.1 -0.3 -0.1
0.1 0.1 -0.1
0.1 -0.1 -0.1
0.2 -0.1 0.2
0.0 0.0 -0.2
-0.1 0.2 -0.1
-0.2 0.0 0.0
0.0 0.0 -0.1
-0.1 0.1 0.0
-0.1 0.0 0.0
0.0 0.0 0.0
0.0 0.0 0.1
0.0 0.0 0.0
0.0 0.0 0.0
-0.2 0.0 0.1
0.0 0.0 0.0
0.0 0.0 0.0
0.0 0.0 -0.1
-0.1 0.0 0.0
0.1 0.1 -0.1
0.1 -0.1 0.1
0.1 0.0 0.1
0.0 0.0 -0.1
0.0 0.0 0.1
0.0 -0.1 -0.1
0.1 0.1 0.0
0.0 0.0 0.0
0.0 0.0 0.0
-0.2 0.1 0.0
0.1 0.1 0.0
0.0 0.0 0.1
0.0 -0.1 0.0
0.0 0.1 0.0
0.0 0.0 0.0
0.0 -0.1 0.0
-0.1 0.0 0.1
0.0 0.1 0.1
0.0 0.1 0.0
0.0 0.1 0.0
0.0 0.0 -0.1
0.2 0.0 0.0
0.0 -0.1 -0.1
0.0 0.0 0.1
0.0 0.0 0.0
0.0 0.1 -0.1
0.0 0.1 0.0
-0.2 -0.1 0.5
0.0 0.1 0.1
-0.1 0.1 -0.1
0.0 0.0 0.0
0.1 -0.1 0.1
0.0 -0.1 0.0
-0.1 -0.1 0.0
0.0 -0.1 0.0
0.0 0.0 0.0
0.0 -0.1 0.1
0.1 0.0 -0.4
-0.2 0.0 0.0
-0.1 0.0 -0.1
0.0 0.0 0.0
0.0 0.0 0.0
0.0 -0.1 0.3
0.0 0.0 0.1
0.0 0.0 0.0
0.0 0.0 0.0
0.0 0.0 0.0
0.0 0.0 0.0
0.0 0.0 0.0
0.0 0.0 0.0
-0.1 0.0 0.0
0.0 0.0 0.0
0.0 0.0 0.0
0.0 0.0 0.0
0.1 0.0 0.0
0.0 0.0 0.0
0.0 0.0 0.0
0.0 0.0 0.0
0.0 0.0 0.0
0.0 0.0 0.0
0.0 0.0 0.0
0.0 0.0 0.0
0.0 0.0 0.0
0.0 0.0 0.0
0.0 0.0 -0.2
0.0 0.0 0.0
0.0 0.0 0.0
0.0 0.0 0.0
0.0 0.0 0.0
0.0 0.0 0.0
0.1 0.0 0.0
-0.1 0.0 0.0
-0.1 0.0 -0.1
0.0 0.0 0.0
0.0 0.0 0.0
0.0 0.0 0.0
0.0 -0.1 0.1
0.2 0.1 0.0
0.0 0.0 0.0
0.0 0.0 0.0
0.0 0.0 0.0
-0.1 -0.1 0.0
0.0 0.0 0.0
-0.1 0.1 -0.3
0.0 -0.1 0.1
0.1 -0.1 0.1
-0.1 0.0 0.1
0.0 0.0 0.0
0.0 0.0 0.0
0.0 0.0 0.0
0.0 0.0 0.0
0.0 0.0 0.0
0.0 0.0 0.0
0.0 0.0 0.0
0.0 0.0 0.0
0.0 0.0 0.0
0.0 -0.1 0.0
0.0 0.0 0.0
0.0 0.0 0.0
0.0 0.0 0.0
0.0 0.0 0.0
0.0 0.0 0.0
0.0 0.0 0.0
0.0 0.0 0.1
0.0 0.0 0.0
0.0 0.0 0.0
0.0 0.0 0.0

Number 1 is which compound?
C57H59AsF6N3O7RuS4

The lowest max |F| belongs to which entry?
C57H60BCl4IN13O2RbS2Si

What is the formula in the first record?
C57H59AsF6N3O7RuS4